Entry 1:
{
  "formula": "C6H18B3N3O",
  "method": "the ωB97M-V functional and the def2-TZVPD basis",
  "species": ["B", "B", "B", "C", "C", "C", "C", "C", "C", "N", "N", "N", "O", "H", "H", "H", "H", "H", "H", "H", "H", "H", "H", "H", "H", "H", "H", "H", "H", "H", "H"],
  "coordinates": [[-0.3787, 1.5722, -1.2489], [1.3121, -0.0067, 1.5134], [-0.7711, -1.3676, -0.8991], [1.0517, 1.6190, -0.6103], [-0.6189, 0.6977, -2.5450], [1.1689, 1.4024, 0.9628], [-1.4767, -0.6239, -2.1486], [0.0540, -0.9000, 1.4046], [-0.7727, -0.9223, 2.6781], [-1.4719, 2.4365, -0.8082], [2.4505, -0.6208, 1.9890], [-0.2366, -2.6769, -1.1174], [-0.7934, -0.6913, 0.2346], [1.5364, 0.7715, -1.0958], [1.6572, 2.4989, -0.9152], [-1.2155, 1.2890, -3.2133], [0.3197, 0.4844, -2.9935], [0.5247, 1.9586, 1.5280], [2.1145, 1.9165, 1.2428], [-1.2807, -1.1895, -3.0473], [-2.5207, -0.5275, -2.1370], [0.3906, -1.9193, 1.2730], [-1.2032, 0.0519, 2.7730], [-0.2294, -1.3272, 3.5915], [-1.6254, -1.4865, 2.3828], [-1.3088, 2.8253, 0.1588], [-2.2659, 2.7326, -1.3479], [3.3107, -0.0777, 2.1229], [2.6422, -1.4392, 2.5569], [-0.4110, -3.2021, -1.9451], [0.0474, -3.2778, -0.3398]],
  "spin_multiplicity": 1,
  "lumo_energy_ev": 0.46,
  "gap_ev": 9.441,
  "e_above_lowest_kcal_mol": 73.5,
  "homo_ha": -0.32994,
  "charge": 0
}

***

Entry 2:
{
  "formula": "C6H18BF2N4Pt",
  "method": "the ωB97M-V functional and the def2-TZVPD basis",
  "species": ["Pt", "N", "C", "C", "N", "C", "C", "N", "C", "C", "N", "H", "H", "H", "H", "H", "H", "H", "H", "H", "H", "H", "H", "H", "H", "H", "H", "H", "H", "F", "B", "F"],
  "coordinates": [[0.0079, -0.2718, -0.2211], [0.0789, 2.0735, 0.1212], [-0.6085, 2.4709, 1.3687], [-0.1417, 1.6134, 2.5504], [-0.0392, 0.1963, 2.2378], [1.2704, -0.3963, 2.4924], [2.3391, 0.0712, 1.4987], [2.0675, -0.3263, 0.0767], [-1.2264, -0.6112, 2.4842], [-2.3927, -0.2708, 1.5481], [-2.0732, -0.4156, 0.0853], [1.0380, 2.4080, 0.1390], [-0.3480, 2.5424, -0.6717], [-1.6752, 2.3515, 1.1889], [-0.4538, 3.5258, 1.6079], [-0.8042, 1.7955, 3.4053], [0.8438, 1.9670, 2.8646], [1.1720, -1.4803, 2.4108], [1.6365, -0.1749, 3.5016], [3.3155, -0.3154, 1.7952], [2.4096, 1.1597, 1.5235], [2.3797, -1.2813, -0.0859], [2.6249, 0.2441, -0.5540], [-1.5900, -0.5192, 3.5151], [-0.9473, -1.6538, 2.3240], [-2.7091, 0.7556, 1.7186], [-3.2502, -0.9013, 1.7852], [-2.6617, 0.2081, -0.4603], [-2.3357, -1.3490, -0.2242], [-1.0876, -2.8789, -1.0320], [0.0303, -2.1668, -0.8181], [1.1540, -2.9006, -0.8412]],
  "spin_multiplicity": 1,
  "lumo_energy_ev": -2.75,
  "gap_ev": 8.561,
  "homo_ha": -0.41568,
  "charge": 1
}

***

Entry 3:
{
  "formula": "C6H18BF4O3RbS3",
  "method": "the ωB97M-V functional and the def2-TZVPD basis",
  "species": ["Rb", "B", "F", "F", "F", "F", "C", "S", "O", "C", "H", "H", "H", "H", "H", "H", "C", "S", "O", "C", "H", "H", "H", "H", "H", "H", "C", "S", "O", "C", "H", "H", "H", "H", "H", "H"],
  "coordinates": [[12.9940, 19.4351, -25.5856], [12.6686, 20.8864, -30.8646], [12.7574, 21.2577, -32.2683], [12.9444, 22.0703, -30.1980], [11.3408, 20.5111, -30.5689], [13.5940, 19.9874, -30.4943], [19.2289, 19.2314, -19.3885], [18.0394, 20.0054, -20.5008], [17.5480, 19.0726, -21.5972], [16.7401, 20.5811, -19.3074], [18.7336, 18.6678, -18.5979], [19.8361, 19.9972, -18.9058], [19.6952, 18.4603, -20.0017], [15.7898, 20.6721, -19.8334], [17.1239, 21.4350, -18.7491], [16.5617, 19.7178, -18.6663], [8.1534, 22.9081, -23.1326], [8.2194, 21.9023, -21.5576], [9.6323, 21.3443, -21.6904], [8.5329, 23.3933, -20.4590], [8.1743, 23.9721, -22.8972], [7.4718, 22.5546, -23.9063], [9.1444, 22.9363, -23.5857], [7.6348, 24.0085, -20.4050], [9.4239, 23.9740, -20.6980], [8.5812, 22.8398, -19.5213], [15.9919, 12.6120, -22.5940], [14.9129, 12.5226, -24.1250], [14.1545, 13.8061, -24.0807], [16.1742, 12.7815, -25.5103], [16.9399, 13.0742, -22.8692], [16.2149, 11.6022, -22.2495], [15.5839, 13.1694, -21.7508], [15.6507, 12.7120, -26.4638], [16.7264, 11.8423, -25.5411], [16.9078, 13.5809, -25.4060]],
  "spin_multiplicity": 1,
  "lumo_energy_ev": -1.46,
  "gap_ev": 7.710,
  "e_above_lowest_kcal_mol": 103.6,
  "homo_ha": -0.33685,
  "charge": 0
}

***

Entry 4:
{
  "formula": "C6H18BeN2O12",
  "method": "the ωB97M-V functional and the def2-TZVPD basis",
  "species": ["Be", "N", "O", "O", "O", "N", "O", "O", "O", "C", "C", "O", "O", "H", "H", "H", "H", "H", "H", "C", "C", "O", "O", "H", "H", "H", "H", "H", "H", "C", "C", "O", "O", "H", "H", "H", "H", "H", "H"],
  "coordinates": [[0.2301, -0.0231, -0.1091], [2.1845, 2.7174, 1.4689], [1.4123, 1.9172, 0.8713], [2.1516, 3.9297, 1.1942], [2.9885, 2.2741, 2.3070], [3.7476, -1.1765, -0.7709], [4.4179, -0.3967, -1.4711], [2.5171, -1.0169, -0.5395], [4.2999, -2.1888, -0.2975], [-2.9605, -0.1935, -0.2384], [-2.4454, -0.3226, 1.1696], [-1.3543, 0.5955, 1.3123], [-1.9732, -0.5333, -1.2156], [-3.2614, 0.8481, -0.3845], [-3.9180, -0.6817, -0.4287], [-2.2182, -1.3531, 1.4450], [-3.2037, 0.0172, 1.8773], [-1.3998, 1.0114, 2.1765], [-2.3870, -0.5636, -2.0822], [0.2169, -2.9499, 1.5185], [0.1246, -1.9404, 2.6308], [0.8469, -0.7340, 2.3350], [-0.1811, -2.5501, 0.2028], [-0.4723, -3.7566, 1.7836], [1.2564, -3.2465, 1.3580], [0.6100, -2.3612, 3.5160], [-0.8758, -1.7344, 3.0230], [0.8603, -0.1718, 3.1165], [-0.2241, -3.3587, -0.3126], [-0.0410, 1.2199, -3.2271], [-0.3553, 2.4415, -2.3475], [-0.7874, 2.1444, -1.0469], [0.9841, 0.5945, -2.4653], [0.2088, 1.4840, -4.2529], [-0.9462, 0.6063, -3.2813], [-1.1239, 3.0372, -2.8569], [0.5170, 3.0973, -2.2873], [-1.1133, 2.9105, -0.5709], [1.6670, 0.4072, -3.1203]],
  "spin_multiplicity": 1,
  "lumo_energy_ev": -1.65,
  "gap_ev": 6.014,
  "e_above_lowest_kcal_mol": 68.3,
  "homo_ha": -0.28169,
  "charge": 0
}

***

Entry 5:
{
  "formula": "C6H18FNa3O8P2",
  "method": "the ωB97M-V functional and the def2-TZVPD basis",
  "species": ["Na", "Na", "Na", "F", "C", "O", "P", "O", "O", "C", "O", "C", "H", "H", "H", "H", "H", "H", "H", "H", "H", "C", "O", "P", "O", "O", "C", "O", "C", "H", "H", "H", "H", "H", "H", "H", "H", "H"],
  "coordinates": [[1.5843, -1.8906, 1.2403], [-1.0589, 1.2200, -1.2359], [2.4712, 1.6092, -0.2107], [0.5959, -0.1190, -0.0691], [1.0415, 2.8373, 2.3566], [2.1110, 3.6435, 1.7536], [1.9701, 5.2589, 1.6824], [0.9791, 5.8712, 0.7856], [2.0193, 5.6816, 3.2655], [1.6340, 7.0108, 3.5478], [3.4893, 5.8243, 1.2699], [3.9888, 5.7047, -0.0713], [0.7542, 1.9673, 1.7661], [0.0820, 3.3541, 2.3383], [1.2944, 2.5623, 3.3806], [0.5991, 7.0353, 3.2066], [2.1913, 7.8042, 3.0499], [1.6133, 7.3091, 4.5960], [3.2917, 6.1833, -0.7591], [4.1114, 4.6802, -0.4226], [4.9843, 6.0976, -0.2783], [-0.9284, -3.2601, -1.3728], [-2.1366, -3.7104, -2.0753], [-2.1627, -5.2595, -2.7029], [-1.2647, -5.4147, -3.8878], [-1.6667, -6.1563, -1.4253], [-1.5550, -7.5562, -1.4551], [-3.7777, -5.5450, -2.8311], [-4.8270, -4.9683, -2.0846], [-0.7422, -2.1890, -1.2939], [-0.1344, -3.6432, -2.0138], [-0.6702, -3.7572, -0.4377], [-0.5628, -7.8316, -1.8127], [-2.3139, -8.1570, -1.9564], [-1.6561, -7.6367, -0.3728], [-5.4518, -4.2694, -2.6406], [-4.3317, -4.6425, -1.1699], [-5.5655, -5.6482, -1.6597]],
  "spin_multiplicity": 2,
  "s_squared": 0.7504,
  "lumo_energy_ev": [-3.77, -3.56],
  "gap_ev": [3.449, 8.921],
  "homo_ha": [-0.26523, -0.45884],
  "charge": 1
}

***

Entry 6:
{
  "formula": "C6H18InO8P2",
  "method": "the ωB97M-V functional and the def2-TZVPD basis",
  "species": ["In", "C", "O", "P", "O", "O", "C", "O", "C", "H", "H", "H", "H", "H", "H", "H", "H", "H", "C", "O", "P", "O", "O", "C", "O", "C", "H", "H", "H", "H", "H", "H", "H", "H", "H"],
  "coordinates": [[22.2138, -4.3754, -10.5791], [19.0085, -0.3713, -7.3284], [19.6605, -1.2930, -8.1737], [18.7791, -2.4726, -8.9110], [19.5998, -3.4714, -9.6849], [17.6887, -1.7029, -9.8345], [17.9828, -0.8227, -10.8748], [17.8493, -3.0918, -7.6867], [18.2345, -4.2616, -6.9863], [18.7563, -0.7890, -6.3537], [18.1784, 0.1240, -7.8321], [19.7860, 0.3879, -7.2429], [17.4296, 0.0981, -10.6899], [17.6091, -1.3425, -11.7570], [19.0517, -0.7266, -11.0653], [17.5114, -5.0607, -7.1497], [18.2973, -4.0414, -5.9206], [19.1906, -4.6625, -7.3230], [17.7355, -4.6302, -12.7532], [17.4593, -5.1103, -11.4320], [18.3757, -6.3490, -10.8432], [19.8511, -6.0267, -10.9187], [17.8354, -7.6921, -11.6439], [16.4573, -8.0247, -11.5569], [17.8610, -6.5202, -9.3069], [18.3280, -7.4989, -8.4513], [18.4238, -5.3499, -13.1962], [18.1097, -3.6085, -12.6876], [16.8368, -4.6506, -13.3697], [15.9764, -7.9527, -12.5325], [15.8407, -7.4802, -10.8418], [16.4506, -9.1074, -11.4311], [19.1045, -7.2094, -7.7432], [18.7212, -8.4141, -8.8939], [17.5367, -7.8181, -7.7730]],
  "spin_multiplicity": 2,
  "s_squared": 0.7605,
  "lumo_energy_ev": [-6.77, -13.13],
  "gap_ev": [9.737, 3.367],
  "homo_ha": [-0.60657, -0.60634],
  "charge": 2
}

***

Entry 7:
{
  "formula": "C6H18KNO6",
  "method": "the ωB97M-V functional and the def2-TZVPD basis",
  "species": ["K", "N", "O", "O", "O", "O", "H", "H", "C", "C", "C", "O", "H", "H", "H", "H", "H", "H", "H", "H", "C", "C", "C", "O", "H", "H", "H", "H", "H", "H", "H", "H"],
  "coordinates": [[-0.9727, -1.3634, 13.1401], [0.7156, -4.2907, 16.1155], [-0.4152, -4.4810, 15.7280], [1.3673, -3.4502, 15.5766], [1.2245, -5.0212, 16.9608], [-0.4550, 2.0451, 11.2476], [-1.3384, 2.4007, 11.3445], [0.1032, 2.6543, 11.7307], [3.1435, -0.6687, 9.3713], [2.9907, 0.5843, 8.4303], [3.9333, 0.5124, 7.1334], [1.6529, 0.5409, 7.9638], [3.1759, -1.6754, 8.9548], [2.3565, -0.5999, 10.1223], [4.0459, -0.4094, 9.9249], [3.1760, 1.5513, 8.8980], [3.4157, 1.0140, 6.3158], [4.0595, -0.4600, 6.6574], [4.9419, 0.9201, 7.2020], [1.0598, 0.9008, 8.6273], [-5.2617, 1.4713, 16.3270], [-4.6665, 1.4257, 14.9243], [-4.9470, 2.6823, 14.1044], [-3.2967, 1.3594, 15.1844], [-4.9481, 2.3771, 16.8457], [-4.9188, 0.6287, 16.9273], [-6.3415, 1.3351, 16.2672], [-5.0199, 0.5663, 14.3545], [-4.6167, 3.6398, 14.5071], [-6.0341, 2.7571, 14.0769], [-4.6163, 2.6570, 13.0661], [-2.9971, 2.2712, 15.2061]],
  "spin_multiplicity": 1,
  "lumo_energy_ev": -1.46,
  "gap_ev": 5.291,
  "e_above_lowest_kcal_mol": 58.5,
  "homo_ha": -0.24808,
  "charge": 0
}

***

Entry 8:
{
  "formula": "C6H18N2O2",
  "method": "the ωB97M-V functional and the def2-TZVPD basis",
  "species": ["C", "C", "C", "N", "C", "C", "C", "N", "H", "H", "H", "H", "H", "H", "H", "H", "H", "H", "H", "H", "H", "H", "H", "H", "O", "H", "H", "O"],
  "coordinates": [[-1.1418, 1.8992, 1.8281], [-1.8029, 1.3682, 0.5328], [-1.0923, 1.7073, -0.7875], [-0.2519, -0.8274, -1.8692], [0.7087, 0.0439, -1.3504], [0.3049, 1.2678, -0.8515], [2.1546, -0.3377, -1.6350], [0.0804, 1.2265, 2.2716], [-1.9582, 1.9741, 2.6520], [-0.7412, 2.9299, 1.4694], [-2.0027, 0.2918, 0.5872], [-2.9605, 1.7187, 0.4125], [-1.2438, 2.8452, -0.8328], [-1.6699, 1.2482, -1.6412], [-0.1437, -1.1044, -2.7621], [-0.3871, -1.5103, -1.0645], [1.0446, 2.1032, -0.3891], [2.4720, -1.3845, -1.3957], [2.1953, -0.2993, -2.7506], [2.7077, 0.5416, -1.1941], [0.2345, 0.4261, 1.6215], [-0.0024, 0.8840, 3.2517], [-1.3598, -2.7778, 0.9720], [-0.3345, -3.2604, 2.0242], [-0.5336, -2.5859, 1.3160], [2.4387, -3.4080, -0.1163], [1.6383, -2.0932, 0.1820], [1.6465, -2.8869, -0.4809]],
  "spin_multiplicity": 1,
  "lumo_energy_ev": 0.38,
  "gap_ev": 8.626,
  "e_above_lowest_kcal_mol": 65.7,
  "homo_ha": -0.30289,
  "charge": 0
}